{"formula": "C30H62F3NO2P", "method": "wB97M-V/def2-TZVPD", "elements": ["C", "C", "C", "C", "C", "C", "C", "C", "C", "C", "C", "C", "C", "C", "C", "C", "C", "C", "C", "C", "P", "C", "C", "C", "F", "C", "F", "F", "C", "O", "C", "C", "H", "H", "H", "H", "H", "H", "H", "H", "H", "H", "H", "H", "H", "H", "H", "H", "H", "H", "H", "H", "H", "H", "H", "H", "H", "H", "H", "H", "H", "H", "H", "H", "H", "H", "H", "H", "H", "H", "H", "H", "H", "H", "H", "H", "H", "H", "H", "H", "H", "H", "H", "H", "H", "H", "H", "C", "O", "N", "C", "C", "H", "H", "H", "H", "H", "H", "H"], "coordinates": [[5.585708, -3.713077, 1.407387], [7.045918, -3.560396, 2.038886], [7.319291, -2.160564, 2.762855], [7.015508, -0.882297, 1.852686], [8.072986, -0.685603, 0.648103], [7.392675, -0.024495, -0.650729], [6.907594, 1.482408, -0.362548], [5.881016, 1.911143, -1.523461], [4.472170, 2.388844, -0.860084], [4.518960, 3.985636, -0.774777], [4.108348, 4.604177, 0.643716], [2.997769, 3.784490, 1.441548], [1.660490, 3.567519, 0.565495], [0.688410, 4.814777, 0.935311], [-0.531868, 4.822906, -0.094301], [-1.523215, 3.602693, 0.310518], [-3.010992, 4.052720, -0.103663], [-3.955118, 4.401359, 1.130502], [-4.746012, 3.160279, 1.747592], [-5.363695, 2.151703, 0.676704], [-4.201334, 0.615398, 0.385607], [-4.735864, -0.192557, 2.039282], [-3.612313, -1.079982, 2.750259], [-2.178469, -0.417459, 2.841424], [-1.910655, 0.923018, 3.152704], [-1.064325, -1.267930, 2.626134], [0.072695, -1.050051, 3.457670], [-1.051577, -2.286645, 1.667755], [-5.644662, -0.166818, -0.618600], [-5.210410, -1.346865, -1.361677], [-6.009345, -1.560791, -2.524481], [-5.354039, -2.638740, -3.541897], [4.991719, -4.531618, 1.942707], [4.954805, -2.772396, 1.474510], [5.691035, -3.988224, 0.311298], [7.871753, -3.711867, 1.256839], [7.176779, -4.387912, 2.809851], [6.688265, -2.052645, 3.714660], [8.423377, -2.121997, 3.043438], [5.955586, -0.890884, 1.424548], [7.089961, 0.045605, 2.507217], [8.446462, -1.726029, 0.372197], [8.920515, -0.028679, 1.049517], [6.557413, -0.695612, -1.035747], [8.146453, 0.055945, -1.513384], [6.451328, 1.519511, 0.682075], [7.816413, 2.168452, -0.339569], [6.339333, 2.752459, -2.127601], [5.642853, 1.054669, -2.227141], [3.584434, 2.055678, -1.504112], [4.416980, 1.862407, 0.140189], [5.535283, 4.433643, -1.049637], [3.783669, 4.383228, -1.561730], [3.662660, 5.642140, 0.431620], [5.042083, 4.816755, 1.278137], [2.668737, 4.401649, 2.351479], [3.437837, 2.792541, 1.814063], [1.166070, 2.567798, 0.788640], [1.841784, 3.613149, -0.552966], [1.348156, 5.749543, 0.870890], [0.336573, 4.609820, 1.997794], [-0.184180, 4.729629, -1.171395], [-1.050358, 5.837314, 0.012712], [-1.422969, 3.435792, 1.440466], [-1.199945, 2.623428, -0.175557], [-2.914242, 5.019331, -0.719697], [-3.418851, 3.273171, -0.817712], [-3.262945, 4.790102, 1.964544], [-4.666158, 5.256331, 0.901067], [-4.092446, 2.651642, 2.540584], [-5.633806, 3.594653, 2.340920], [-6.425360, 1.794452, 0.944415], [-5.475759, 2.721392, -0.312596], [-3.314751, -0.506994, 0.163282], [-3.712955, 1.163536, -0.893380], [-3.149622, 1.408729, 1.034426], [-5.055273, 0.598161, 2.813999], [-5.657477, -0.871994, 1.930917], [-3.959209, -1.227445, 3.837744], [-3.522610, -2.136836, 2.325123], [-6.597335, -0.353308, -0.002008], [-5.960218, 0.599167, -1.421837], [-7.047103, -1.993110, -2.268435], [-6.209423, -0.631670, -3.147264], [-4.236263, -2.689830, -3.352387], [-5.487364, -2.309504, -4.632578], [-5.871640, -3.651280, -3.460924], [-4.807090, -5.915889, -3.932273], [-5.378083, -5.538162, -4.936328], [-4.829599, -7.189259, -3.447822], [-4.121058, -7.563937, -2.241407], [-5.585626, -8.199280, -4.161697], [-4.205277, -5.229775, -3.315932], [-3.392564, -8.342735, -2.482076], [-4.837725, -7.947510, -1.510643], [-3.599499, -6.706989, -1.813857], [-5.196825, -8.287004, -5.179055], [-6.633522, -7.894158, -4.213183], [-5.508832, -9.162093, -3.655861]], "forces_ev_per_angstrom": [[0.0630, -0.2426, -0.0359], [0.0843, 0.2166, 0.3840], [-0.2677, 0.3252, -0.3546], [0.3883, 0.3770, -0.2316], [-0.8149, -0.2446, -0.0058], [0.9699, 0.5369, 0.4121], [-0.0226, -1.0041, -0.5912], [-0.7588, 0.0948, 0.8279], [1.3440, 0.2685, -0.9912], [-0.8664, 0.3764, 0.3528], [-0.4036, 0.6857, -0.1194], [0.0301, -0.1569, -0.2801], [0.0678, 0.9479, 0.7243], [0.6805, -1.3873, -1.3047], [0.1742, -0.1555, 1.5059], [-0.0127, 1.1317, -0.2014], [0.3235, 0.2482, -0.3593], [0.6512, -0.4945, 0.5648], [-1.1641, 0.3919, 0.4489], [-0.5327, 1.0022, -0.0220], [-0.1435, 0.7109, -0.5336], [-0.6724, -0.6661, 2.1148], [-0.4186, 1.3166, 0.2770], [1.8910, -2.5916, -1.6713], [-0.7641, -2.6289, 0.6679], [-1.8704, 2.4178, 1.1118], [-1.3326, -0.8642, -2.7955], [0.5573, 1.5671, 2.8750], [-1.1756, 0.1961, -1.2428], [-1.1224, 0.4586, -0.7443], [-0.5680, -1.2714, -1.2317], [-0.2344, 0.5197, 0.1582], [0.8844, 1.0819, -0.8296], [0.9112, -1.0705, -0.0732], [-0.3595, 0.2900, 1.3132], [-1.3245, 0.1599, 0.9826], [0.0050, 1.0485, -0.9437], [0.9131, -0.3396, -1.2851], [-1.3749, -0.0482, -0.1521], [1.3805, -0.1430, 0.6235], [-0.2491, -1.1610, -0.6805], [-0.1376, 1.4115, 0.2823], [-0.9696, -1.0374, -0.7782], [0.8214, 0.9533, 0.7049], [-0.9195, -0.3243, 1.2102], [0.3208, 0.0770, -1.4657], [-1.0784, -0.9040, -0.0686], [-0.6874, -1.0011, 0.5649], [0.6390, 0.8259, 0.8707], [1.2891, 0.4840, 0.9909], [-0.1876, 0.8259, -1.1303], [-1.2768, -0.9063, 0.3412], [1.0659, -0.5033, 1.1018], [0.6445, -1.3397, 0.3073], [-1.3270, -0.5954, -0.7591], [0.6751, -0.9813, -1.1228], [-0.6853, 1.4149, -0.4865], [0.5670, 1.3242, -0.1702], [0.0378, -0.1375, 1.3017], [-1.0748, -1.1102, 0.2118], [0.2902, 0.6873, -1.2987], [-0.2864, 0.0997, 1.2813], [0.3946, -1.4701, -0.1790], [-0.3617, 0.2386, -1.5309], [-0.5508, 1.3506, 0.4801], [-0.0788, -1.3693, 0.7744], [0.1007, 0.8445, 1.1065], [-0.9497, -0.3350, -1.1342], [0.7341, -1.1315, -0.0217], [-0.7682, 0.4060, -1.3524], [1.2769, -0.4312, -0.6505], [1.4367, 0.6583, -0.0582], [0.1308, -0.7788, 1.2030], [0.1171, -0.3576, 0.0042], [-0.0280, 0.1537, -0.3141], [0.1440, -0.5207, 0.2389], [0.4786, -0.9831, -1.0621], [1.2753, 0.8950, 0.0394], [0.7051, 0.1628, -1.3244], [0.2333, 1.6355, 0.3383], [1.1426, -0.1856, -0.7448], [0.4915, -0.7710, 1.1706], [1.2475, 0.7526, -0.0253], [0.4509, -0.6225, 1.0831], [-1.3372, -0.1458, -0.1262], [0.1071, -0.3696, 1.5800], [0.9676, 1.4321, 0.0385], [0.1031, -0.2324, 0.0734], [-0.0193, -0.4464, 0.0269], [0.1335, 0.5074, -0.0436], [-0.1796, -0.1101, -0.2092], [-0.0345, 0.2787, -0.1518], [0.0018, -0.0655, 0.0628], [0.0426, 0.0029, 0.1993], [0.1723, -0.0201, 0.1201], [-0.0877, -0.0239, -0.0944], [-0.1513, -0.0984, 0.0083], [0.0217, -0.1459, -0.1046], [0.0512, 0.1326, 0.0259]], "homo_ev": -3.683, "lumo_energy_ev": 2.30, "charge": -1, "gap_ev": 5.98, "spin_multiplicity": 1}